A structure of composition C30H40N5O7ReS2. Source: OMol25; level of theory: ωB97M-V/def2-TZVPD.

HOMO-LUMO gap (alpha / beta)   5.0 / 5.5 eV
E   -77314.493 eV
Maximum force   0.05377 hartree/bohr
Molar mass   833.02 g mol⁻¹
Highest occupied orbital energy (alpha / beta)   -16.18 / -16.18 eV

Geometry as ORCA input:
```
! wB97M-V def2-TZVPD RIJCOSX def2/J DEFGRID3
* xyz 3 2
C -4.2607 0.3271 -1.0317
H 1.0383 0.4132 5.5410
N -4.6907 0.7949 0.1897
C 0.6700 -0.3001 4.8187
H -2.7172 0.8971 2.9163
O -0.7000 -1.7071 -2.3218
H -4.2781 -4.8193 -2.0959
C 0.1264 5.2717 2.5786
H 2.7554 0.1507 2.7571
O -4.7093 -0.8540 -2.8609
H 4.1368 -0.1922 1.7113
H -7.0427 -0.5219 0.5745
H -4.3802 0.3051 2.9778
C -3.7078 1.0052 2.4796
H -11.9272 0.9702 2.3430
O -9.1114 0.5338 -0.6149
S 0.6126 2.8971 4.0180
N -5.0653 0.0983 -2.2117
H 1.7837 -2.5674 0.6105
C 0.2289 0.1368 3.5688
C -3.3741 -4.2318 -2.2165
C 3.4162 0.5650 2.0002
H 2.0479 1.9557 1.0715
C -0.8082 -2.3681 -1.2951
H -11.3988 2.1703 1.1688
C -0.3082 3.0786 1.5968
C 0.1538 -2.5651 4.1799
C -11.2491 1.1449 1.5015
Re -0.4946 0.0233 0.6937
O 1.6922 0.1240 0.2626
H 3.0290 -2.8557 -0.6171
H -2.8855 -3.4713 -0.2118
C 0.6483 -1.6546 5.1084
O -5.9776 0.8456 -2.4269
H -2.3071 -5.9284 -3.0359
C -0.3699 5.8492 1.4225
N -2.5540 0.2616 0.3846
C -0.8141 5.0605 0.3592
H -0.4066 6.9251 1.3507
H -2.2768 -0.3350 -1.6778
H -6.3769 1.7351 -0.5354
C 0.1384 3.8881 2.6617
C -9.8410 0.9154 1.9631
H 0.1343 -3.6174 4.4163
N -0.2386 1.7316 1.8687
H -11.5210 0.4576 0.7030
H -4.0911 2.0060 2.6772
C 2.6318 1.0726 0.8002
O -8.4334 2.6448 0.4873
O -0.7181 -1.9359 -0.1109
C -2.4139 -4.8566 -3.2157
C -2.9391 0.0157 -0.9044
S -8.6884 1.2389 0.5471
C -0.7713 3.6803 0.4234
H 1.5381 -1.0596 -1.3926
H 3.9711 1.3966 2.4250
H -1.2047 5.5423 -0.5238
H -0.3541 -4.4588 -0.9077
H -1.1040 3.0766 -0.4112
C -5.9958 1.3921 0.4337
C -7.0412 0.4628 1.0339
H -0.6873 -2.8447 2.2263
H -9.5231 1.6217 2.7264
C -3.6420 0.7144 1.0325
N -1.1244 -4.1856 -2.8917
C 2.6535 -2.1450 0.1124
H 3.1569 -0.4190 -1.0938
C -0.3016 -2.1338 2.9418
H -6.9855 0.3867 2.1145
H -2.5472 -5.1839 -0.4564
H 3.4359 -1.9799 0.8466
H 0.4787 5.8778 3.3978
H -1.0549 -3.2378 -3.3405
H -9.6511 -0.1154 2.2484
C -0.2414 -0.7927 2.6113
C 0.1964 1.5041 3.1192
C 2.2796 -0.8599 -0.6104
H 1.0251 -2.0151 6.0534
C -2.5378 -4.2057 -0.9363
H -3.6566 -3.2312 -2.5463
H -0.3218 -4.7420 -3.1925
H 3.3196 1.3643 0.0011
H -2.6919 -4.6920 -4.2549
H -5.8660 2.2709 1.0714
C -1.1174 -3.8816 -1.4346
*
```

Just the Löwdin charges please, in e? Sure, here they are:
1. C -0.08
2. H 0.13
3. N 0.09
4. C 0.01
5. H 0.07
6. O 0.06
7. H 0.14
8. C -0.04
9. H 0.07
10. O 0.13
11. H 0.08
12. H 0.10
13. H 0.11
14. C 0.05
15. H 0.10
16. O -0.28
17. S 1.25
18. N -0.32
19. H 0.06
20. C -0.25
21. C -0.12
22. C -0.02
23. H 0.11
24. C -0.60
25. H 0.09
26. C -0.31
27. C -0.01
28. C -0.11
29. Re 1.74
30. O -0.30
31. H 0.10
32. H 0.12
33. C 0.01
34. O 0.17
35. H 0.15
36. C -0.02
37. N -0.05
38. C -0.03
39. H 0.13
40. H 0.11
41. H 0.12
42. C -0.42
43. C -0.27
44. H 0.13
45. N -0.11
46. H 0.09
47. H 0.11
48. C -0.19
49. O -0.30
50. O -0.16
51. C -0.08
52. C -0.02
53. S 0.67
54. C -0.01
55. H 0.11
56. H 0.10
57. H 0.13
58. H 0.17
59. H 0.10
60. C -0.15
61. C -0.17
62. H 0.10
63. H 0.10
64. C -0.25
65. N 0.10
66. C -0.03
67. H 0.14
68. C -0.06
69. H 0.09
70. H 0.13
71. H 0.08
72. H 0.13
73. H 0.17
74. H 0.10
75. C -0.18
76. C -0.53
77. C -0.20
78. H 0.13
79. C -0.10
80. H 0.11
81. H 0.20
82. H 0.14
83. H 0.15
84. H 0.14
85. C -0.14

The molecule CH6NOP. Source: OMol25; level of theory: ωB97M-V/def2-TZVPD.

SMILES   C[P@@H](N)=O
HOMO-LUMO gap   10.8 eV
E   -13960.721 eV
Maximum force   0.09127 hartree/bohr
Energy above the lowest of the compared OMol25 structures with the same formula, charge and spin   75.6 kJ/mol
Molar mass   79.04 g mol⁻¹
Highest occupied orbital energy   -9.94 eV

Geometry as ORCA input:
```
! wB97M-V def2-TZVPD RIJCOSX def2/J DEFGRID3
* xyz 0 1
H -1.1031 1.4093 -1.3032
P -0.2279 -0.7248 -0.4834
C -0.5246 1.0469 -0.4154
H -1.0955 1.0664 0.4766
O -1.4061 -1.6022 -0.7056
H 1.0569 0.2187 1.2590
H 1.2352 -1.4568 1.5975
H 0.3968 1.6240 -0.4326
H 1.0505 -0.8230 -1.2448
N 0.6177 -0.7587 1.2517
*
```

Just the natural (NBO) charges please, in e? Sure, here they are:
1. H 0.26
2. P 1.81
3. C -1.02
4. H 0.26
5. O -1.04
6. H 0.36
7. H 0.39
8. H 0.25
9. H -0.10
10. N -1.17

A structure of composition C56H46N3O3OsP3. Source: OMol25; level of theory: ωB97M-V/def2-TZVPD.

HOMO-LUMO gap (alpha / beta)   6.1 / 5.5 eV
E   -99722.392 eV
Maximum force   0.01459 hartree/bohr
Energy above the lowest of the compared OMol25 structures with the same formula, charge and spin   0.0 kJ/mol
Molar mass   1092.15 g mol⁻¹
Highest occupied orbital energy (alpha / beta)   -17.39 / -17.52 eV

Geometry as ORCA input:
```
! wB97M-V def2-TZVPD RIJCOSX def2/J DEFGRID3
* xyz 4 5
H 0.2912 3.2388 -4.4766
H -0.2555 4.0622 0.3777
H -4.4028 1.5699 0.0363
H -5.8510 1.9581 1.9756
H -5.3109 1.2308 -6.0164
H 2.6517 -4.1679 0.9718
C 3.5981 -2.7536 3.3857
C -0.1501 2.3579 -2.5719
C -4.7390 -4.0999 -1.2547
C -0.8113 1.6530 1.5470
H 4.6651 -4.3330 2.2613
C -4.7673 0.9868 -5.1108
C 3.7503 3.9400 0.8067
H 2.7332 -1.0719 7.3293
H -5.7088 0.4681 3.9471
H 4.3464 5.5982 -0.4190
H -0.2388 1.3586 -2.9844
H 4.5573 0.6612 1.2607
C 3.2260 -1.4386 -4.5036
H -2.6032 2.2649 -2.8656
C 2.5678 -0.2880 -2.0712
H 5.2239 -0.7379 -4.1280
C 3.9234 4.6019 -0.4050
H 6.3810 -0.7353 0.8634
C 0.2895 4.6951 -2.8949
H 3.3161 -2.3771 -0.8115
C 0.7762 -0.2036 7.4085
C 1.8774 -0.7322 6.7592
O 0.6415 0.2043 -0.2402
O -6.3565 -4.6846 -4.9802
C -3.9385 -3.0627 -0.7925
H 0.7660 -0.1257 8.4872
H -3.8536 2.9145 -4.9016
C 3.0156 -3.1871 1.2721
C 3.2305 2.6600 0.8292
C -4.9081 -0.2894 -4.5323
H -4.8527 -4.9920 -0.6552
C 2.2754 -0.9952 2.2265
H -4.1087 -1.4175 3.9872
H 4.6512 0.2969 -1.9713
C 0.4287 1.3540 2.3946
O -7.5871 -3.1312 -5.8466
C -5.8605 -2.4983 -4.4732
C -5.1430 1.1406 1.9888
C 2.9948 -2.1814 0.2012
C -5.0606 0.2992 3.0969
H -6.2904 -1.1290 -6.0052
C 3.8840 -0.2158 -2.5421
C 5.5496 -2.5270 1.5329
H 2.7766 2.2282 -2.5166
H 6.4722 -3.0695 1.3619
H -2.6061 -1.8128 2.0731
H 2.7752 -1.3108 4.9480
C 3.0414 2.6993 -1.5813
C 2.9134 -0.8166 0.7896
H 0.2594 5.9115 -1.1278
H -1.0359 2.7194 1.5649
C -4.3216 0.9147 0.9028
C 1.8783 -0.8369 5.3739
H 4.0390 4.4206 1.7326
C 4.3902 -3.3013 2.0657
H 3.7139 4.4883 -2.5390
H 1.4189 -2.9711 2.8584
C 1.5886 -0.9480 -2.8107
C -3.9602 1.9154 -4.5026
H -3.4308 -3.1330 0.1599
C -4.2007 -0.5568 -3.3628
C 4.2946 -0.3653 1.4828
H 3.5060 0.5717 3.3659
H 3.4821 -1.8867 -5.4548
C 4.0439 -1.4469 3.7908
H 1.3230 1.7780 1.9514
C -4.3993 -1.7956 -2.6808
C -5.3884 -3.9701 -2.4595
P 2.2238 0.3581 -0.4556
H -6.0224 -4.7638 -2.8250
C 0.8068 -0.4101 4.5982
C -0.3193 0.2114 6.6604
H -1.1901 0.6176 7.1578
C -3.3215 -0.9993 2.0489
N -3.3420 0.3476 -2.8044
N -3.7783 -1.9328 -1.4748
C 2.3524 -2.5382 2.5039
H 3.1408 2.1658 1.7857
H -1.6720 1.1533 1.9846
C -5.2173 -2.7900 -3.2191
H 3.5858 -3.5009 4.1742
H 4.8176 -1.2760 4.5377
C 5.4981 -1.2286 1.2528
Os -2.5791 -0.3049 -0.8563
H 0.5083 5.5252 -3.5546
C 4.2086 -0.7939 -3.7580
C -0.1538 3.8595 -0.6789
C -5.7478 -1.3079 -5.0852
C -3.3976 -0.1650 0.9073
C -0.3225 2.5749 -1.1979
H 1.1678 -2.0287 -4.6140
C 3.5686 3.9806 -1.5941
C -4.1491 -0.7699 3.1206
P -0.7461 1.1330 -0.2145
C -3.2561 1.5576 -3.3541
H 0.3017 1.8609 3.3515
C 0.1573 3.4119 -3.4159
C 2.8649 2.0205 -0.3663
H 0.5802 -1.0365 -2.4251
H -1.1780 0.4154 4.7152
P 0.5842 -0.4713 2.7684
N -6.6783 -3.5292 -5.1660
C -0.3039 0.0995 5.2786
C 3.5540 -0.4096 2.8981
C 1.9214 -1.5145 -4.0316
C 0.1456 4.9133 -1.5307
*
```

Löwdin population analysis, charges in e, atoms 1 to 99:
1. H 0.13
2. H 0.11
3. H 0.11
4. H 0.13
5. H 0.15
6. H 0.16
7. C -0.12
8. C -0.15
9. C 0.02
10. C -0.33
11. H 0.16
12. C 0.07
13. C -0.02
14. H 0.13
15. H 0.13
16. H 0.13
17. H 0.10
18. H 0.12
19. C -0.02
20. H 0.10
21. C -0.33
22. H 0.13
23. C -0.01
24. H 0.13
25. C -0.03
26. H 0.13
27. C -0.03
28. C -0.03
29. O -0.47
30. O 0.12
31. C -0.07
32. H 0.13
33. H 0.13
34. C -0.15
35. C -0.09
36. C -0.09
37. H 0.14
38. C -0.39
39. H 0.13
40. H 0.12
41. C -0.34
42. O 0.16
43. C -0.04
44. C -0.03
45. C 0.05
46. C 0.00
47. H 0.15
48. C -0.07
49. C -0.01
50. H 0.11
51. H 0.14
52. H 0.10
53. H 0.07
54. C -0.07
55. C -0.31
56. H 0.13
57. H 0.09
58. C -0.11
59. C -0.07
60. H 0.13
61. C -0.06
62. H 0.13
63. H 0.14
64. C -0.08
65. C 0.02
66. H 0.11
67. C -0.14
68. C -0.10
69. H 0.16
70. H 0.13
71. C 0.14
72. H 0.04
73. C -0.14
74. C 0.09
75. P 1.05
76. H 0.13
77. C -0.34
78. C -0.04
79. H 0.12
80. C -0.12
81. N -0.05
82. N -0.07
83. C -0.16
84. H 0.09
85. H 0.05
86. C -0.03
87. H 0.18
88. H 0.18
89. C -0.01
90. Os 1.33
91. H 0.13
92. C -0.02
93. C -0.06
94. C 0.11
95. C -0.42
96. C -0.37
97. H 0.12
98. C -0.03
99. C -0.04

A structure of composition C9H19N2O4Tl. Source: OMol25; level of theory: ωB97M-V/def2-TZVPD.

HOMO-LUMO gap   3.2 eV
E   -25477.411 eV
Maximum force   0.05530 hartree/bohr
Energy above the lowest of the compared OMol25 structures with the same formula, charge and spin   22.0 kJ/mol
Molar mass   423.64 g mol⁻¹
Highest occupied orbital energy   -16.48 eV

Geometry as ORCA input:
```
! wB97M-V def2-TZVPD RIJCOSX def2/J DEFGRID3
* xyz 2 1
C -0.1119 0.9021 1.0646
H -0.5795 -0.9132 -2.6506
H -1.7914 0.9829 2.5250
H -2.4234 -1.9031 0.4553
H -2.1100 -1.1807 -1.8759
H 0.6053 2.7505 0.2471
H -1.0460 2.9277 0.6166
H -0.8956 -2.5176 -2.0318
C 1.3809 0.4575 1.0642
H -1.1243 -1.9990 1.5427
H 0.1688 2.9424 1.8590
H 1.1975 -2.5153 -0.5687
C -0.7765 0.5913 2.4546
O 1.1844 1.3809 -2.3613
H -2.6101 -0.0195 0.6714
H -0.2105 1.1440 3.2024
H 1.7812 0.8683 2.0075
O 2.4470 0.4091 -3.7895
C 0.9662 -1.4629 -0.4137
N 2.1149 1.4174 -3.1753
H 2.0207 1.1446 0.4967
Tl -1.6794 2.1172 -2.4479
H 2.6272 -1.3047 0.8375
H 1.4773 -0.9160 -1.2108
C -0.1524 2.4068 0.9677
N -0.8050 0.2522 -0.0414
C -1.0544 -1.4627 -1.8316
C -1.3545 -2.1245 0.4847
C -0.5270 -1.1509 -0.4092
O -2.1693 0.5308 -0.0056
O 2.7088 2.4748 -3.3619
H -1.2196 -3.1668 0.2112
C 1.5806 -1.0091 0.9352
H 1.1455 -1.6138 1.7313
H -0.7658 -0.4406 2.8008
*
```

Just the natural (NBO) charges please, in e? Sure, here they are:
1. C 0.09
2. H 0.23
3. H 0.24
4. H 0.22
5. H 0.22
6. H 0.23
7. H 0.23
8. H 0.27
9. C -0.44
10. H 0.24
11. H 0.28
12. H 0.27
13. C -0.60
14. O -0.39
15. H 0.52
16. H 0.27
17. H 0.28
18. O -0.22
19. C -0.41
20. N 0.70
21. H 0.26
22. Tl 0.99
23. H 0.27
24. H 0.25
25. C -0.64
26. N 0.13
27. C -0.59
28. C -0.60
29. C 0.11
30. O -0.56
31. O -0.18
32. H 0.28
33. C -0.41
34. H 0.23
35. H 0.24

> What is the maximum force in the second record?

0.09127 hartree/bohr

> Which of these has the highest molar mass?

C56H46N3O3OsP3

> Number 2 is which compound?

CH6NOP

> Which of these has the lowest E?

C56H46N3O3OsP3